Below is a 3-piece molecular cluster, C44H28F3NO9 overall in a non-equilibrium geometry, with properties calculated with ωB97M-V/def2-TZVPD.

Structure (XYZ):
```
85
Properties=species:S:1:pos:R:3:forces:R:3:mulliken_charge:R:1
O -1.3362 4.6570 1.0047 -0.5 0.2 0.9 -0.493
C -0.7320 4.5081 -0.0018 -0.2 -0.3 -0.1 0.300
O 0.5901 4.6992 -0.0595 0.2 0.1 -0.4 -0.409
C 1.1838 4.6080 -1.3520 0.5 0.1 -0.1 -0.433
C 2.5039 3.8334 -1.2497 -0.7 0.1 0.0 -1.217
C 2.3787 2.6022 -0.4119 0.2 -0.1 0.1 0.744
C 2.9883 2.3557 0.7506 0.2 0.4 -0.1 0.795
C 3.9352 3.2830 1.4106 -0.4 0.0 0.1 -0.159
C 3.6245 3.8606 2.6449 0.8 0.3 -0.2 -0.377
C 4.5711 4.7181 3.2000 -0.2 -0.5 -0.5 -0.613
C 5.7583 4.9369 2.5046 -0.1 0.0 0.2 -0.224
N 6.0625 4.3912 1.3288 -0.3 -0.2 0.0 -0.670
C 5.1531 3.5694 0.7961 -0.1 0.4 0.6 -0.133
C 2.6931 1.0620 1.4401 0.0 0.0 -0.5 -0.064
O 2.6375 0.9728 2.6329 0.2 -0.1 0.8 -0.584
C 2.4457 -0.0894 0.5391 -0.1 0.0 -0.2 -0.287
C 1.8435 0.1548 -0.6158 0.0 -0.4 -0.1 0.781
C 1.5364 -0.8796 -1.6561 0.4 0.2 -0.1 -0.736
O 2.2433 -2.0943 -1.3776 -0.3 0.0 0.2 -0.350
C 3.3531 -2.3028 -2.1028 -0.1 -0.1 0.2 0.878
F 4.1642 -1.2371 -2.1383 0.1 0.1 0.1 -0.272
F 3.0749 -2.6117 -3.3732 0.0 -0.1 -0.2 -0.278
F 4.0087 -3.3197 -1.5466 0.0 0.1 -0.2 -0.231
C 1.4457 1.5541 -0.9040 0.3 0.2 0.4 -0.166
O 0.4147 1.8344 -1.4667 -0.4 -0.2 -0.6 -0.494
H -1.2279 4.1588 -0.9130 0.3 0.0 -0.5 0.346
H 1.4078 5.6109 -1.7078 0.0 0.2 0.0 0.460
H 0.5172 4.1402 -2.0668 -0.2 -0.1 0.1 0.233
H 3.2680 4.5006 -0.8749 0.3 -0.1 0.1 0.452
H 2.7505 3.5238 -2.2646 0.3 0.1 -0.1 0.314
H 2.6910 3.6485 3.1374 -0.1 0.0 0.0 0.484
H 4.3973 5.1991 4.1474 0.0 0.1 0.1 0.388
H 6.4985 5.5949 2.9402 0.1 0.1 -0.1 0.370
H 5.3869 3.1103 -0.1536 0.1 0.0 -0.1 0.466
H 2.7346 -1.0822 0.8409 -0.1 -0.1 0.2 0.676
H 1.8476 -0.4950 -2.6261 -0.1 0.0 -0.2 0.483
H 0.4782 -1.0963 -1.7152 -0.1 -0.2 0.1 -0.098
O -7.3253 0.6724 -3.1100 0.0 0.0 0.0 -0.660
C -6.3775 1.4221 -3.2109 -0.1 -0.1 0.0 0.614
C -6.5622 2.8429 -3.6238 0.1 0.0 0.0 0.154
C -7.8456 3.3123 -3.8710 -0.1 0.1 0.0 -0.569
C -8.0405 4.6364 -4.2246 0.0 0.0 0.0 -0.468
C -6.9545 5.4987 -4.3316 0.0 0.0 0.0 -0.503
C -5.6720 5.0335 -4.0979 -0.1 0.1 0.0 -0.512
C -5.4698 3.7047 -3.7479 0.0 -0.1 0.0 0.129
C -4.0809 3.2189 -3.5158 0.1 0.1 0.0 0.536
O -3.1268 3.9551 -3.6661 0.0 0.0 0.0 -0.685
C -3.8981 1.8046 -3.0852 -0.1 0.0 0.0 0.135
C -2.6150 1.3413 -2.8318 0.1 0.0 0.1 -0.716
C -2.4262 0.0433 -2.3946 -0.1 -0.1 0.0 0.215
C -3.5150 -0.8029 -2.2149 0.0 0.0 0.0 -0.423
C -4.7962 -0.3504 -2.4834 0.1 -0.1 0.0 -0.775
C -4.9930 0.9533 -2.9204 0.0 0.1 0.0 0.169
H -8.6849 2.6371 -3.7809 0.0 -0.1 0.0 0.475
H -9.0413 5.0009 -4.4140 0.0 0.0 0.0 0.401
H -7.1107 6.5353 -4.5986 0.0 0.0 0.0 0.399
H -4.8222 5.6961 -4.1837 0.1 -0.1 0.0 0.476
H -1.7693 2.0001 -2.9664 0.0 0.1 0.0 0.577
H -1.4258 -0.3071 -2.1874 0.0 0.0 0.0 0.178
H -3.3635 -1.8153 -1.8643 0.0 0.0 0.0 0.453
H -5.6488 -1.0013 -2.3500 -0.1 0.1 0.0 0.478
O 0.5893 -3.3678 2.2900 0.0 0.0 0.0 -0.699
C 0.8576 -4.4439 2.7840 0.0 0.2 0.0 0.576
C 0.0957 -4.9648 3.9534 0.1 -0.1 0.0 0.054
C -0.9512 -4.2112 4.4684 -0.1 0.0 0.1 -0.537
C -1.6883 -4.6928 5.5364 0.0 0.0 0.0 -0.505
C -1.3838 -5.9300 6.0943 0.0 0.0 0.0 -0.479
C -0.3338 -6.6799 5.5926 -0.1 0.0 0.1 -0.538
C 0.4123 -6.1998 4.5242 0.0 0.1 -0.1 0.200
C 1.5502 -7.0154 4.0101 0.0 -0.1 0.1 0.570
O 1.8551 -8.0639 4.5379 0.0 0.0 0.0 -0.669
C 2.2991 -6.5034 2.8278 -0.1 0.1 0.0 0.460
C 3.3435 -7.2577 2.3066 0.1 0.0 -0.1 -0.701
C 4.0349 -6.8061 1.1945 -0.1 0.1 0.0 -0.613
C 3.6841 -5.5989 0.5983 0.0 -0.1 0.1 -0.456
C 2.6499 -4.8424 1.1186 0.1 0.1 -0.1 -0.437
C 1.9564 -5.2864 2.2352 0.0 -0.1 0.1 -0.022
H -1.1831 -3.2519 4.0274 0.1 0.0 -0.1 0.505
H -2.5045 -4.1055 5.9355 0.0 0.0 0.0 0.404
H -1.9669 -6.3079 6.9235 0.0 0.0 0.0 0.403
H -0.0870 -7.6396 6.0245 0.1 0.0 0.0 0.475
H 3.6069 -8.1953 2.7756 -0.1 0.0 0.1 0.489
H 4.8475 -7.3945 0.7895 0.0 0.0 0.0 0.404
H 4.2160 -5.2488 -0.2715 0.1 0.0 -0.1 0.501
H 2.3737 -3.9037 0.6583 -0.1 0.0 0.0 0.653
```
Forces are in eV/Å.

Energy above the lowest of the compared OMol25 structures with the same formula, charge and spin ... 0.00 kcal/mol
Kohn-Sham gap ... 8.4 eV
Electronic energy ... -2725.06824 a.u.
SMILES ... O=COCCC1=C(c2cccnc2)C(=O)C=C(COC(F)(F)F)C1=O.O=C1c2ccccc2C(=O)c2ccccc21.O=C1c2ccccc2C(=O)c2ccccc21
HOMO level ... -9.72 eV
LUMO energy ... -1.31 eV

Below is C44H29F5N4O2Pd as an isolated structure, with properties calculated with ωB97M-V/def2-TZVPD.

Structure (XYZ):
```
85
Properties=species:S:1:pos:R:3:forces:R:3:mulliken_charge:R:1
Pd -0.2843 0.0325 0.0051 0.4 -0.1 -0.1 -0.827
C 0.6243 0.0197 4.3451 0.0 -0.1 0.0 -0.566
O 1.8080 -0.1685 3.5060 0.1 0.0 0.1 -0.454
C 1.4014 -0.0997 2.2727 -0.2 -0.1 -0.1 -0.134
N 0.1344 0.0294 2.0264 0.2 0.4 0.4 0.664
C -0.5615 0.1096 3.3503 0.0 0.0 0.0 -0.959
C -1.3287 1.3821 3.6215 -0.1 0.0 -0.2 0.339
C -2.4416 1.3395 4.4539 0.0 -0.1 0.0 -0.341
C -3.0971 2.5090 4.8056 0.0 0.0 0.0 -0.836
C -2.6424 3.7311 4.3282 0.0 0.0 0.0 -0.618
C -1.5239 3.7793 3.5101 0.0 0.0 0.0 -0.733
C -0.8662 2.6078 3.1621 0.0 0.0 0.0 -0.072
C 2.3744 -0.1697 1.1722 0.0 0.0 0.0 0.077
C 3.7563 -0.1804 1.2300 0.0 0.0 0.0 -0.611
C 4.4515 -0.1564 0.0240 0.0 0.0 0.0 -0.637
C 3.7690 -0.1059 -1.1878 0.0 0.0 0.0 -0.639
C 2.3858 -0.1144 -1.1457 0.1 0.1 0.1 -0.013
N 1.7365 -0.1681 0.0086 0.2 -0.3 0.1 0.348
C 1.4246 -0.0526 -2.2528 -0.1 -0.1 0.0 0.114
N 0.1529 -0.0688 -2.0171 -0.1 0.0 -0.3 0.575
C -0.5384 -0.1011 -3.3455 0.0 0.1 0.0 -0.924
C 0.6595 -0.1082 -4.3306 0.0 0.1 0.0 -0.596
O 1.8482 0.0001 -3.4826 0.1 -0.1 0.0 -0.458
C -1.3952 -1.3156 -3.6058 0.0 -0.1 0.2 0.255
C -2.5242 -1.2046 -4.4071 0.0 0.0 -0.1 -0.296
C -3.2585 -2.3345 -4.7344 0.0 0.0 0.0 -0.833
C -2.8675 -3.5800 -4.2616 0.0 0.0 0.0 -0.734
C -1.7281 -3.6968 -3.4781 0.0 0.0 0.0 -0.689
C -0.9899 -2.5664 -3.1592 0.0 0.0 -0.1 -0.087
H 0.7750 0.9481 4.8885 0.0 0.0 0.0 0.395
H 0.5660 -0.8189 5.0326 0.0 0.0 0.0 0.355
H -1.2106 -0.7613 3.4287 0.0 0.1 0.0 0.811
H -2.8023 0.3879 4.8268 0.0 0.0 0.0 0.442
H -3.9591 2.4667 5.4579 0.0 0.0 0.0 0.473
H -3.1491 4.6450 4.6081 0.0 0.0 0.0 0.460
H -1.1531 4.7317 3.1536 0.0 0.0 0.0 0.477
H 0.0188 2.6573 2.5365 0.0 0.0 0.0 0.378
H 4.2664 -0.1909 2.1832 0.0 0.0 0.0 0.677
H 5.5330 -0.1590 0.0295 0.0 0.0 0.0 0.507
H 4.2889 -0.0621 -2.1347 0.0 0.0 0.0 0.663
H -1.1208 0.8158 -3.4332 -0.1 0.0 0.0 0.759
H 0.6699 0.7157 -5.0378 0.0 0.0 0.1 0.353
H 0.7441 -1.0579 -4.8511 0.0 0.0 0.0 0.389
H -2.8377 -0.2334 -4.7727 0.0 0.0 0.0 0.411
H -4.1345 -2.2423 -5.3623 0.0 0.0 0.0 0.472
H -3.4399 -4.4608 -4.5208 0.0 0.0 0.0 0.475
H -1.4039 -4.6665 -3.1231 0.0 0.0 0.0 0.466
H -0.0931 -2.6726 -2.5603 0.0 0.0 0.0 0.514
C -2.1734 4.1084 0.0068 -0.1 0.0 0.0 -0.684
C -3.5179 3.5411 0.1566 0.0 0.0 0.0 -0.607
C -4.0653 2.3090 0.1839 0.1 0.1 0.0 -1.368
C -3.4562 0.9259 0.0629 0.1 -0.3 0.0 2.760
C -1.1569 2.0410 -0.0836 -0.5 0.0 0.0 2.361
C -1.0052 3.4555 -0.1078 0.2 0.0 0.0 -1.685
C -3.4666 -1.4479 -0.1048 0.3 -0.9 -0.1 2.058
C -4.3648 -2.5859 -0.2181 -0.1 0.1 0.0 -1.553
C -3.9073 -3.8462 -0.2558 0.1 0.0 0.0 -1.783
C -2.5089 -4.1011 -0.1588 -0.1 0.0 0.0 0.857
C -1.9765 -5.3998 -0.1648 0.0 0.0 0.0 -0.825
C -0.6234 -5.6020 -0.0580 0.0 0.0 0.0 -0.852
C 0.2233 -4.4926 0.0624 0.0 0.1 0.0 -1.015
C -0.2905 -3.2178 0.0662 0.0 0.0 0.0 -1.085
C -1.6700 -2.9818 -0.0526 0.0 0.2 0.1 -0.329
N -2.1504 -1.6796 -0.0563 0.1 0.0 0.1 1.278
H -2.1479 5.1917 -0.0054 0.0 0.0 0.0 0.461
H -4.2616 4.3239 0.2599 0.0 0.0 0.0 0.455
H -5.1422 2.3130 0.3034 0.0 -0.1 0.0 0.379
H -0.0557 3.9591 -0.2075 0.0 0.0 0.0 0.562
H -5.4322 -2.4311 -0.2716 0.0 0.0 0.0 0.525
H -4.5996 -4.6746 -0.3444 0.0 0.0 0.0 0.506
H -2.6552 -6.2396 -0.2519 0.0 0.0 0.0 0.485
H -0.2140 -6.6025 -0.0599 0.0 0.0 0.0 0.445
H 1.2917 -4.6414 0.1541 0.0 0.0 0.0 0.510
H 0.3764 -2.3694 0.1455 0.1 0.0 0.0 1.351
F -3.2906 -0.3045 2.2343 0.1 0.1 -0.1 -0.391
C -3.9227 -0.1670 1.0591 -0.4 0.4 0.4 0.308
C -2.0213 1.1540 -0.0125 -0.4 0.0 0.2 -0.340
C -3.9582 0.0076 -1.0692 -0.3 0.6 -0.5 0.749
F -3.3564 0.1577 -2.2629 -0.1 0.1 0.3 -0.445
C -5.3900 -0.0085 -1.1513 0.0 0.0 -0.2 -0.198
F -5.9823 -0.0359 -2.3273 0.1 -0.2 0.2 -0.331
C -6.1103 -0.1115 0.0229 0.1 0.1 0.0 0.580
F -7.4261 -0.2046 0.0384 0.0 0.0 0.0 -0.384
C -5.3512 -0.1960 1.1767 0.0 0.0 0.2 -0.215
F -5.9079 -0.4442 2.3454 0.1 -0.1 -0.3 -0.330
```
Forces are in eV/Å.

Energy above the lowest of the compared OMol25 structures with the same formula, charge and spin ... 3.24 kcal/mol
Kohn-Sham gap ... 5.9 eV
Electronic energy ... -2690.11179 a.u.
HOMO level ... -12.70 eV
LUMO energy ... -6.82 eV
Charge ... +2